Record 1
Computed, not measured: a molecular structure, CHNO5, with wB97M-V/def2-TZVPD.

The energy above the lowest of the compared OMol25 structures with the same formula, charge and spin comes out at 122.4 kcal per mole. The calculation puts the total energy at -469.36384 Ha. The frontier orbital gap (alpha / beta) comes out at 0.3056 / 0.3160 hartree.

Structure (ORCA input):
```
! RIJCOSX wB97M-V def2-TZVPD def2/J DEFGRID3
* xyz 0 1
C 0.940 -1.319 -0.980
N -0.989 1.268 0.909
O -1.410 0.502 1.715
O 1.606 -2.274 -0.733
O -1.236 2.438 0.881
O 0.474 -0.650 0.069
O -0.049 1.046 0.091
H 0.665 -1.012 -1.953
*
```



Record 2
Computed, not measured: 2 unconnected molecules or ions with the total composition C4H13N4O, with wB97M-V/def2-TZVPD.

The energy above the lowest of the compared OMol25 structures with the same formula, charge and spin comes out at 31.2 kcal per mole. The calculation puts the total energy at -454.27798 Ha. The frontier orbital gap comes out at 0.3659 hartree.

Structure (ORCA input):
```
! RIJCOSX wB97M-V def2-TZVPD def2/J DEFGRID3
* xyz 1 1
C 1.490 -3.323 -1.496
C 1.374 -1.970 -0.830
O 0.420 -1.733 -0.105
N 2.362 -1.104 -1.063
H 1.470 -3.997 -0.644
H 2.396 -3.501 -2.038
H 2.328 -0.106 -0.985
H 3.115 -1.505 -1.597
H 0.753 -3.475 -2.232
C -0.267 1.903 2.293
C -1.636 1.454 0.355
N -1.878 2.135 -0.774
N -1.511 2.144 1.521
N -1.616 0.156 0.356
H -1.519 3.075 -0.784
H -2.317 1.811 -1.618
H -1.705 3.125 1.363
H -1.309 -0.436 1.111
H -2.035 -0.331 -0.420
H -0.413 1.082 2.989
H -0.115 2.766 2.943
H 0.611 1.831 1.655
*
```



Record 3
Computed, not measured: 5 unconnected molecules or ions with the total composition C23H50N2O13P, with wB97M-V/def2-TZVPD.

The energy above the lowest of the compared OMol25 structures with the same formula, charge and spin comes out at 0.0 kcal per mole. The calculation puts the total energy at -2335.18940 Ha. The frontier orbital gap comes out at 0.3475 hartree.

Structure (ORCA input):
```
! RIJCOSX wB97M-V def2-TZVPD def2/J DEFGRID3
* xyz 1 1
C -2.083 -2.486 2.166
C -0.982 -1.696 1.444
N -0.274 -2.437 0.401
C -0.743 -2.382 -0.927
C -0.318 -3.537 -1.818
C -1.198 -4.704 -1.354
P -1.300 -6.239 -2.450
C -0.007 -7.274 -1.639
O -0.559 -5.735 -3.822
C -2.576 -4.043 -1.193
N -2.294 -2.541 -1.079
H -2.399 -3.355 1.584
H -2.968 -1.876 2.360
H -1.732 -2.857 3.128
H -0.248 -1.315 2.152
H -1.393 -0.797 0.969
H -0.022 -3.374 0.689
H -0.502 -1.406 -1.364
H 0.756 -3.717 -1.781
H -0.571 -3.280 -2.852
H -0.862 -5.019 -0.363
H 0.893 -7.292 -2.257
H 0.257 -6.938 -0.636
H -0.363 -8.302 -1.568
H 0.361 -5.438 -3.756
H -3.113 -4.372 -0.308
H -3.221 -4.154 -2.063
H -2.836 -2.065 -0.358
H -2.535 -2.088 -1.961
C 0.819 3.086 -5.596
C -0.441 2.252 -5.681
O -0.634 1.440 -4.491
C -1.144 2.067 -3.441
O -1.521 3.207 -3.389
O -1.181 1.199 -2.417
C -1.689 1.741 -1.192
H 1.674 2.444 -5.381
H 1.005 3.597 -6.539
H 0.715 3.836 -4.813
H -0.386 1.509 -6.472
H -1.330 2.864 -5.823
H -2.659 2.212 -1.336
H -0.992 2.452 -0.757
H -1.778 0.882 -0.529
C -8.379 0.647 4.787
C -7.782 1.092 3.475
O -6.633 0.279 3.114
C -6.917 -0.895 2.577
O -8.000 -1.319 2.273
O -5.755 -1.512 2.281
C -5.915 -2.770 1.630
H -7.627 0.659 5.576
H -9.178 1.335 5.068
H -8.803 -0.352 4.704
H -7.371 2.097 3.533
H -8.505 1.041 2.663
H -6.543 -2.685 0.745
H -6.347 -3.517 2.295
H -4.901 -3.060 1.357
C 3.629 3.054 2.824
C 2.864 4.325 2.535
O 2.982 4.684 1.137
C 2.185 4.048 0.298
O 1.291 3.285 0.584
O 2.532 4.390 -0.944
C 1.762 3.774 -1.984
H 4.669 3.150 2.513
H 3.607 2.858 3.897
H 3.175 2.207 2.310
H 3.289 5.180 3.055
H 1.808 4.238 2.784
H 0.705 3.994 -1.855
H 1.916 2.693 -1.977
H 2.121 4.203 -2.913
C 8.762 0.677 2.849
C 9.108 1.897 2.028
O 8.452 1.874 0.740
C 7.183 2.260 0.737
O 6.560 2.680 1.682
O 6.733 2.224 -0.519
C 5.407 2.738 -0.674
H 9.003 -0.233 2.299
H 9.345 0.684 3.770
H 7.705 0.675 3.111
H 10.166 1.927 1.776
H 8.833 2.817 2.541
H 5.343 3.757 -0.296
H 4.694 2.117 -0.131
H 5.203 2.713 -1.740
*
```



Record 4
Computed, not measured: 10 unconnected molecules or ions with the total composition C24H46Cl16N2, with wB97M-V/def2-TZVPD.

The energy above the lowest of the compared OMol25 structures with the same formula, charge and spin comes out at 0.0 kcal per mole. The calculation puts the total energy at -8414.67778 Ha. The frontier orbital gap comes out at 0.3908 hartree.

Structure (ORCA input):
```
! RIJCOSX wB97M-V def2-TZVPD def2/J DEFGRID3
* xyz 0 1
C -2.826 -1.103 -6.054
C -2.512 0.214 -5.377
C -3.030 0.226 -3.932
C -2.430 1.302 -3.149
N -1.935 2.161 -2.574
H -2.484 -1.955 -5.468
H -2.484 -1.154 -7.084
H -3.917 -1.222 -6.084
H -3.082 0.995 -5.890
H -1.458 0.484 -5.407
H -2.758 -0.713 -3.433
H -4.117 0.279 -3.873
C 0.298 1.452 1.361
C -0.130 0.727 0.093
C 0.827 1.011 -1.044
C 0.527 0.283 -2.273
N 0.264 -0.306 -3.222
H -0.417 1.255 2.169
H 0.280 2.545 1.330
H 1.233 1.055 1.759
H -1.177 0.948 -0.123
H -0.139 -0.339 0.344
H 1.849 0.789 -0.739
H 0.798 2.078 -1.288
Cl -2.926 1.378 3.354
C -3.567 -0.220 3.848
C -5.013 -0.110 4.243
Cl -5.565 -1.747 4.699
H -2.894 -0.606 4.606
H -3.487 -0.852 2.966
H -5.602 0.263 3.411
H -5.133 0.518 5.121
Cl -1.550 7.740 -0.466
C -1.097 6.030 -0.339
C -1.623 5.210 -1.487
Cl -3.386 5.108 -1.484
H -1.544 5.614 0.565
H -0.016 5.950 -0.267
H -1.185 4.212 -1.463
H -1.343 5.611 -2.460
Cl 1.152 2.672 7.819
C 0.274 3.063 6.329
C 0.376 1.987 5.293
Cl -0.557 0.528 5.749
H 0.618 4.008 5.905
H -0.762 3.246 6.609
H 1.393 1.651 5.114
H -0.056 2.333 4.354
Cl 2.186 -1.555 -5.557
C 3.258 -1.646 -4.149
C 3.848 -0.271 -3.825
Cl 4.381 -0.205 -2.126
H 4.093 -2.279 -4.437
H 2.711 -2.055 -3.307
H 3.148 0.534 -4.028
H 4.731 -0.099 -4.435
Cl 3.991 0.744 2.688
C 4.968 1.711 1.547
C 6.020 2.475 2.305
Cl 7.263 1.400 2.948
H 4.276 2.353 1.010
H 5.429 1.002 0.865
H 5.517 2.948 3.153
H 6.493 3.305 1.788
Cl -3.909 -1.627 0.395
C -3.129 -3.108 0.977
C -1.658 -2.875 1.283
Cl -0.869 -4.470 1.543
H -3.221 -3.902 0.242
H -3.643 -3.436 1.879
H -1.480 -2.293 2.181
H -1.142 -2.452 0.426
Cl -0.842 -4.091 -5.731
C 0.075 -4.466 -4.264
C -0.279 -3.515 -3.144
Cl -1.549 -4.146 -2.078
H 1.126 -4.295 -4.494
H -0.061 -5.495 -3.947
H -0.595 -2.541 -3.519
H 0.610 -3.213 -2.583
Cl 4.011 -4.979 3.183
C 2.543 -4.070 2.730
C 2.594 -2.688 3.356
Cl 1.153 -1.759 2.853
H 1.684 -4.617 3.109
H 2.493 -4.023 1.647
H 3.476 -2.153 3.011
H 2.615 -2.746 4.440
*
```



Record 5
Computed, not measured: a single C13H12N2O4 molecule, with wB97M-V/def2-TZVPD.

The energy above the lowest of the compared OMol25 structures with the same formula, charge and spin comes out at 0.4 kcal per mole. The calculation puts the total energy at -913.05635 Ha. The frontier orbital gap comes out at 0.3414 hartree.

Structure (ORCA input):
```
! RIJCOSX wB97M-V def2-TZVPD def2/J DEFGRID3
* xyz 0 1
C 3.435 1.463 -4.083
H 4.253 1.803 -3.454
H 3.756 0.633 -4.716
H 3.080 2.273 -4.724
O 2.403 1.042 -3.204
C 1.270 0.626 -3.795
O 1.124 0.606 -4.992
C 0.239 0.202 -2.818
C 0.475 0.236 -1.450
C -0.513 -0.169 -0.557
C -1.742 -0.608 -1.046
C -1.970 -0.639 -2.411
C -0.991 -0.239 -3.301
H -1.154 -0.258 -4.367
H -2.925 -0.982 -2.779
H -2.507 -0.921 -0.355
N -0.212 -0.111 0.805
C -0.996 -0.448 1.872
O -2.133 -0.868 1.786
C -0.327 -0.253 3.172
C -0.874 -0.510 4.416
O 0.026 -0.215 5.356
N 1.165 0.234 4.777
C 0.976 0.219 3.492
H 1.771 0.542 2.849
C -2.200 -1.022 4.821
H -2.701 -0.293 5.456
H -2.795 -1.209 3.932
H -2.085 -1.941 5.393
H 0.717 0.228 1.009
H 1.432 0.580 -1.086
*
```